# 1
{
  "formula": "C15H26NTl",
  "method": "the ωB97M-V functional and the def2-TZVPD basis",
  "total_charge": 2,
  "lumo_ev": [-8.8, -7.7],
  "orbital_gap_ev": [4.67, 5.73],
  "elements": ["C", "H", "H", "H", "C", "H", "H", "C", "H", "H", "H", "C", "C", "C", "C", "C", "C", "C", "C", "C", "C", "Tl", "H", "H", "H", "H", "H", "H", "H", "H", "H", "H", "H", "H", "H", "H", "H", "C", "C", "N", "H", "H", "H"],
  "coordinates": [[-3.004, -0.050, -0.892], [-3.919, -0.457, -0.449], [-2.919, 1.035, -0.812], [0.282, -1.917, 2.383], [-2.615, -0.627, -2.236], [-2.156, 0.169, -2.842], [-1.826, -1.396, -2.127], [-3.789, -1.249, -3.010], [-3.439, -1.687, -3.951], [-4.275, -2.043, -2.432], [-4.543, -0.490, -3.248], [1.747, 0.759, 0.451], [1.343, 1.149, -0.848], [0.152, 1.910, -0.729], [-0.207, 1.951, 0.643], [0.784, 1.237, 1.375], [0.795, 1.000, 2.836], [-1.419, 2.587, 1.208], [-0.598, 2.545, -1.831], [2.056, 0.850, -2.109], [2.949, -0.028, 0.803], [-1.383, -0.912, 0.710], [-1.262, 2.866, 2.258], [-1.666, 3.502, 0.650], [-2.306, 1.931, 1.167], [0.067, 1.640, 3.349], [0.565, -0.046, 3.103], [1.790, 1.221, 3.253], [3.657, -0.047, -0.034], [3.464, 0.412, 1.669], [2.705, -1.070, 1.061], [1.351, 0.679, -2.935], [2.715, 1.680, -2.408], [2.682, -0.044, -2.003], [-1.460, 1.937, -2.144], [-0.978, 3.531, -1.529], [0.049, 2.686, -2.706], [2.779, -4.553, 2.412], [1.783, -3.510, 2.346], [0.946, -2.693, 2.316], [3.127, -4.670, 3.450], [3.633, -4.288, 1.768], [2.340, -5.502, 2.064]],
  "nbo_charge": [-0.5201, 0.2248, 0.2254, 0.4456, -0.4823, 0.2376, 0.2096, -0.6024, 0.2439, 0.2156, 0.2321, -0.0160, 0.1316, -0.1885, 0.1742, -0.1525, -0.6344, -0.6977, -0.6382, -0.6810, -0.6500, 0.9697, 0.2448, 0.2629, 0.2157, 0.2436, 0.1593, 0.2530, 0.2455, 0.2477, 0.1847, 0.2436, 0.2713, 0.2287, 0.1998, 0.2387, 0.2431, -0.7745, 0.7290, -0.4649, 0.3309, 0.3234, 0.3268]
}

=====

# 2
{
  "formula": "C15H27BF4N9O3",
  "method": "the ωB97M-V functional and the def2-TZVPD basis",
  "total_charge": -1,
  "lumo_ev": 2.5,
  "orbital_gap_ev": 7.91,
  "elements": ["B", "F", "F", "F", "F", "C", "O", "N", "N", "H", "H", "H", "H", "C", "O", "N", "N", "H", "H", "H", "H", "C", "O", "N", "N", "H", "H", "H", "H", "N", "C", "C", "C", "C", "H", "H", "H", "H", "H", "N", "C", "C", "C", "C", "H", "H", "H", "H", "H", "N", "C", "C", "C", "C", "H", "H", "H", "H", "H"],
  "coordinates": [[0.013, 0.152, -0.157], [-0.240, 1.528, 0.030], [0.619, -0.386, 0.947], [-1.199, -0.515, -0.522], [0.827, 0.056, -1.259], [-2.717, 1.861, 2.315], [-3.544, 2.040, 3.190], [-2.925, 1.192, 1.268], [-1.493, 2.287, 2.381], [-2.083, 0.959, 0.763], [-3.875, 0.852, 1.212], [-0.987, 1.901, 1.596], [-1.035, 2.938, 3.002], [0.986, 2.641, -3.158], [1.518, 3.176, -4.068], [1.180, 2.880, -1.856], [0.128, 1.632, -3.317], [1.627, 3.751, -1.607], [0.865, 2.279, -1.108], [0.190, 1.361, -4.288], [-0.066, 1.018, -2.539], [-4.250, -2.191, 2.616], [-4.276, -2.212, 3.772], [-5.238, -2.536, 1.842], [-3.263, -1.583, 2.017], [-6.129, -2.834, 2.214], [-4.992, -2.639, 0.868], [-3.010, -1.544, 1.040], [-2.654, -1.082, 2.648], [2.303, 2.060, 1.571], [2.680, 3.404, 1.500], [4.094, 3.507, 1.558], [4.506, 2.247, 1.469], [3.475, 1.323, 1.491], [1.382, 1.644, 1.570], [1.981, 4.226, 1.531], [4.676, 4.412, 1.643], [5.551, 1.984, 1.399], [3.430, 0.249, 1.597], [-3.096, -4.140, 0.154], [-2.233, -3.251, -0.368], [-2.882, -2.517, -1.405], [-4.135, -3.090, -1.453], [-4.283, -4.181, -0.587], [-2.875, -4.619, 1.015], [-1.319, -3.001, 0.150], [-2.479, -1.667, -1.935], [-4.888, -2.685, -2.113], [-5.103, -4.834, -0.325], [3.344, -0.741, -1.630], [4.109, -1.874, -1.844], [5.427, -1.518, -2.152], [5.528, -0.158, -1.991], [4.256, 0.323, -1.585], [2.384, -0.731, -1.315], [3.769, -2.898, -1.883], [6.167, -2.249, -2.444], [6.378, 0.493, -2.138], [3.879, 1.301, -1.325]],
  "nbo_charge": [1.3257, -0.5601, -0.5435, -0.5714, -0.5533, 0.7386, -0.7117, -0.8213, -0.8441, 0.4025, 0.4197, 0.3805, 0.4062, 0.7686, -0.6790, -0.8633, -0.8554, 0.3890, 0.4112, 0.3893, 0.4068, 0.7426, -0.6639, -0.8508, -0.8576, 0.3993, 0.3970, 0.4057, 0.4088, -0.5104, -0.0940, -0.3142, -0.2981, -0.0795, 0.4351, 0.2012, 0.2200, 0.2099, 0.2241, -0.5046, -0.0547, -0.3264, -0.2933, -0.1473, 0.4211, 0.2286, 0.2537, 0.2145, 0.2209, -0.5124, -0.0888, -0.3270, -0.3141, -0.0665, 0.4436, 0.1970, 0.2086, 0.2112, 0.2256]
}

=====

# 3
{
  "formula": "C15H27F12N2O11S",
  "method": "the ωB97M-V functional and the def2-TZVPD basis",
  "total_charge": -1,
  "lumo_ev": 2.4,
  "orbital_gap_ev": 4.70,
  "elements": ["N", "H", "H", "H", "H", "N", "H", "H", "H", "H", "C", "F", "F", "F", "S", "O", "O", "O", "O", "C", "C", "O", "H", "H", "H", "H", "C", "C", "O", "C", "O", "C", "F", "F", "F", "H", "H", "H", "H", "H", "C", "C", "O", "C", "O", "C", "F", "F", "F", "H", "H", "H", "H", "H", "C", "C", "O", "C", "O", "C", "F", "F", "F", "H", "H", "H", "H", "H"],
  "coordinates": [[-0.060, -0.077, 0.161], [0.233, -1.039, 0.043], [-0.969, 0.019, -0.376], [0.635, 0.482, -0.385], [-0.202, 0.329, 1.092], [-1.742, 0.143, -4.024], [-2.396, 0.791, -4.450], [-1.986, 0.061, -3.004], [-0.774, 0.520, -4.106], [-1.769, -0.816, -4.347], [2.683, 2.799, -3.355], [2.935, 3.857, -2.592], [2.657, 3.200, -4.614], [3.695, 1.939, -3.147], [1.061, 1.998, -2.776], [0.010, 2.998, -2.884], [0.905, 0.901, -3.738], [1.268, 1.533, -1.403], [-4.479, 1.681, -0.444], [-3.834, 0.741, 0.283], [-3.197, -0.487, -0.448], [-2.255, -0.380, -1.480], [-4.475, 0.358, 1.112], [-3.015, 1.166, 0.922], [-4.075, -1.010, -0.870], [-2.778, -1.176, 0.314], [-3.741, -1.587, 2.608], [-3.103, -2.735, 1.846], [-2.161, -3.502, 2.597], [-0.855, -3.430, 2.336], [-0.409, -2.647, 1.560], [0.027, -4.505, 3.023], [1.101, -3.911, 3.529], [-0.637, -5.088, 4.026], [0.413, -5.428, 2.145], [-3.049, -0.998, 3.210], [-4.399, -2.017, 3.375], [-4.394, -0.942, 2.026], [-2.670, -2.217, 0.984], [-3.802, -3.446, 1.410], [-0.401, 4.983, 0.148], [-0.058, 3.702, 0.874], [-0.723, 3.586, 2.140], [-0.661, 2.451, 2.796], [0.021, 1.529, 2.427], [-1.476, 2.415, 4.107], [-1.830, 3.620, 4.568], [-2.567, 1.698, 3.872], [-0.695, 1.887, 5.067], [-0.053, 5.921, 0.588], [-1.471, 5.148, 0.025], [0.104, 4.866, -0.811], [1.004, 3.619, 1.123], [-0.321, 2.837, 0.265], [5.106, -1.103, -3.234], [4.470, -0.790, -1.883], [4.430, -1.998, -1.121], [3.451, -2.153, -0.223], [2.582, -1.381, 0.022], [3.589, -3.452, 0.579], [3.250, -3.259, 1.849], [2.810, -4.386, 0.008], [4.861, -3.899, 0.551], [4.981, -0.202, -3.833], [4.632, -1.960, -3.705], [6.162, -1.296, -3.049], [3.435, -0.456, -1.995], [4.973, -0.009, -1.311]],
  "nbo_charge": [-0.9479, 0.4328, 0.4744, 0.4494, 0.4400, -0.9200, 0.4190, 0.5021, 0.4570, 0.4097, 0.7253, -0.3228, -0.3075, -0.3364, 2.3200, -0.9568, -1.0270, -1.0051, -0.9462, -0.0159, -0.0564, -1.0155, 0.0718, 0.0150, 0.1126, 0.0764, -0.6530, -0.1007, -0.4853, 0.7008, -0.5682, 0.9050, -0.3035, -0.3107, -0.3052, 0.2149, 0.1893, 0.2564, 0.2184, 0.1857, -0.6339, -0.0754, -0.4655, 0.7234, -0.6112, 0.9064, -0.3083, -0.2866, -0.3150, 0.1975, 0.2351, 0.2402, 0.1837, 0.2188, -0.6236, -0.0820, -0.4903, 0.7009, -0.5452, 0.9006, -0.2918, -0.3092, -0.3175, 0.2281, 0.2180, 0.2048, 0.2156, 0.1903]
}

=====

# 4
{
  "formula": "C15H27HgN3O3",
  "method": "the ωB97M-V functional and the def2-TZVPD basis",
  "total_charge": 1,
  "lumo_ev": [-4.5, -4.0],
  "orbital_gap_ev": [3.39, 3.86],
  "spin_multiplicity": 2,
  "elements": ["C", "C", "H", "H", "C", "C", "H", "H", "C", "H", "H", "H", "C", "H", "H", "H", "Hg", "O", "C", "O", "C", "O", "N", "C", "C", "H", "H", "H", "H", "C", "C", "H", "H", "H", "N", "C", "C", "C", "N", "H", "H", "H", "H", "H", "H", "H", "H", "H", "H"],
  "coordinates": [[-6.359, 4.097, 0.198], [-5.750, 5.029, -0.557], [-6.077, 3.946, 1.233], [-6.932, 3.235, -0.164], [-4.651, 5.321, -1.422], [-3.518, 4.568, -1.664], [-2.685, 4.233, -0.993], [-3.224, 4.604, -2.791], [-6.883, 5.934, -0.336], [-7.611, 5.589, 0.412], [-7.411, 6.019, -1.286], [-6.419, 6.840, 0.041], [-4.994, 6.520, -2.290], [-5.003, 7.384, -1.608], [-6.012, 6.375, -2.686], [-4.263, 6.668, -3.089], [0.496, -0.311, -0.696], [-1.670, 0.431, -0.600], [-2.707, 0.035, -1.262], [-0.505, -0.787, -2.775], [-1.584, -0.534, -3.334], [-1.750, -0.622, -4.651], [-2.719, -0.090, -2.677], [-3.160, -0.300, -4.944], [-3.718, 0.363, -3.703], [-3.698, -1.235, -5.129], [-3.127, 0.324, -5.842], [-4.716, 0.050, -3.384], [-3.696, 1.463, -3.865], [-3.877, -0.296, -0.443], [-3.689, -0.067, 0.930], [-4.840, 0.149, -0.772], [-3.359, 0.951, 0.572], [-4.609, 0.353, 1.527], [0.797, -1.611, 1.650], [1.550, -0.996, 2.767], [3.033, -0.831, 2.440], [3.341, -0.222, 1.073], [2.272, 0.707, 0.618], [1.301, -2.417, 1.276], [-0.124, -1.935, 1.951], [1.097, -0.021, 2.995], [1.437, -1.616, 3.670], [3.495, -0.205, 3.214], [3.528, -1.809, 2.502], [4.287, 0.336, 1.092], [3.434, -1.009, 0.316], [2.616, 1.405, -0.037], [1.830, 1.210, 1.390]],
  "nbo_charge": [0.1525, -0.4390, 0.1665, 0.1725, 0.0861, -0.7296, 0.2142, 0.1786, -0.5550, 0.2555, 0.2366, 0.2802, -0.6433, 0.2140, 0.1952, 0.2326, 0.9365, -0.6547, 0.6102, -0.6802, 0.9159, -0.4398, -0.4855, -0.0881, -0.2377, 0.2041, 0.2266, 0.2294, 0.2313, -0.2589, -0.3638, 0.2315, 0.2607, 0.1993, -0.8837, -0.2233, -0.4329, -0.2272, -0.8760, 0.3729, 0.3871, 0.1845, 0.2052, 0.2281, 0.2241, 0.2093, 0.1961, 0.3953, 0.3861]
}

=====

# 5
{
  "formula": "C15H27N2NiO3PS2",
  "method": "the ωB97M-V functional and the def2-TZVPD basis",
  "total_charge": -1,
  "lumo_ev": [3.0, 3.0],
  "orbital_gap_ev": [5.86, 4.91],
  "spin_multiplicity": 2,
  "elements": ["Ni", "C", "C", "O", "P", "S", "S", "O", "C", "C", "H", "H", "H", "H", "H", "H", "H", "H", "H", "H", "C", "N", "C", "C", "C", "C", "C", "C", "C", "C", "H", "H", "H", "H", "H", "H", "H", "H", "H", "H", "H", "H", "C", "C", "N", "O", "H", "H", "H", "H", "H"],
  "coordinates": [[-0.204, -0.509, -0.425], [1.992, 4.853, 0.381], [2.459, 4.078, -0.834], [2.738, 2.728, -0.451], [1.965, 1.453, -1.182], [1.866, -0.778, -1.416], [-0.033, 1.840, -1.081], [2.496, 1.868, -2.682], [1.866, 1.371, -3.858], [2.854, 0.554, -4.663], [1.803, 5.898, 0.123], [2.747, 4.819, 1.169], [1.072, 4.410, 0.763], [3.374, 4.509, -1.253], [1.692, 4.098, -1.611], [1.519, 2.239, -4.427], [0.995, 0.770, -3.592], [3.739, 1.148, -4.903], [2.396, 0.219, -5.597], [3.159, -0.319, -4.087], [-2.969, -1.349, -1.500], [-2.413, -0.626, -0.362], [-2.970, 0.724, -0.293], [-2.688, -1.334, 0.900], [-1.729, -0.899, 1.985], [-2.107, -0.957, 3.324], [-1.189, -0.634, 4.316], [0.092, -0.237, 3.949], [0.443, -0.167, 2.603], [-0.446, -0.502, 1.577], [-4.062, -1.458, -1.415], [-2.511, -2.336, -1.554], [-2.743, -0.803, -2.416], [-4.059, 0.682, -0.138], [-2.755, 1.258, -1.217], [-2.505, 1.264, 0.530], [-2.554, -2.399, 0.702], [-3.737, -1.177, 1.198], [-3.117, -1.255, 3.596], [-1.474, -0.677, 5.361], [0.813, 0.029, 4.715], [1.445, 0.166, 2.343], [-0.448, -4.203, 1.820], [0.197, -3.406, 0.711], [1.507, -3.138, 0.852], [-0.462, -3.015, -0.250], [0.267, -4.818, 2.367], [-1.235, -4.828, 1.405], [-0.898, -3.485, 2.511], [1.927, -3.270, 1.756], [1.889, -2.402, 0.251]],
  "nbo_charge": [0.8563, -0.6263, -0.0572, -0.8382, 1.5543, -0.6990, -0.7648, -0.8571, -0.0644, -0.6293, 0.1945, 0.2012, 0.2312, 0.1666, 0.1941, 0.1646, 0.2107, 0.1955, 0.1947, 0.2296, -0.4112, -0.4741, -0.4190, -0.2733, -0.0055, -0.2711, -0.2718, -0.2493, -0.2557, -0.5064, 0.1453, 0.2236, 0.2015, 0.1526, 0.2089, 0.2280, 0.2165, 0.1587, 0.1825, 0.1888, 0.1864, 0.1884, -0.7210, 0.7070, -0.8243, -0.6715, 0.2037, 0.2256, 0.2579, 0.3834, 0.4382]
}

=====

# 6
{
  "formula": "C15H27NO2",
  "method": "the ωB97M-V functional and the def2-TZVPD basis",
  "total_charge": 0,
  "smiles": "OCC[C@@H]1[C@@H](CO)CCN2CC[C@@H]3CCCC[C@]312",
  "lumo_ev": 0.8,
  "orbital_gap_ev": 8.49,
  "elements": ["O", "C", "C", "C", "C", "C", "O", "C", "C", "N", "C", "C", "C", "C", "C", "C", "C", "C", "H", "H", "H", "H", "H", "H", "H", "H", "H", "H", "H", "H", "H", "H", "H", "H", "H", "H", "H", "H", "H", "H", "H", "H", "H", "H", "H"],
  "coordinates": [[0.643, 2.816, 2.204], [-0.716, 2.698, 1.862], [-1.171, 1.292, 1.253], [-0.304, 0.837, -0.002], [-0.908, 1.323, -1.398], [-1.230, 2.826, -1.450], [-1.871, 3.245, -2.634], [0.011, 1.078, -2.594], [0.550, -0.411, -2.617], [1.012, -0.795, -1.287], [2.095, -1.755, -1.122], [2.515, -1.395, 0.289], [1.281, -0.895, 0.979], [0.793, -1.734, 2.206], [-0.120, -2.817, 1.801], [-1.418, -2.341, 1.239], [-1.042, -1.688, -0.179], [0.159, -0.662, -0.063], [0.880, 2.197, 2.900], [-1.343, 2.780, 2.837], [-0.912, 3.635, 1.251], [-1.105, 0.454, 1.908], [-2.208, 1.307, 1.119], [0.640, 1.356, 0.082], [-1.774, 0.689, -1.677], [-1.934, 3.090, -0.625], [-0.379, 3.494, -1.369], [-1.175, 3.673, -3.233], [-0.476, 1.339, -3.544], [0.838, 1.782, -2.503], [-0.310, -1.096, -2.895], [1.308, -0.617, -3.322], [1.804, -2.822, -1.189], [2.925, -1.587, -1.824], [2.980, -2.260, 0.793], [3.296, -0.722, 0.186], [1.529, 0.026, 1.512], [0.310, -1.025, 2.952], [1.623, -2.209, 2.740], [0.458, -3.434, 1.125], [-0.303, -3.407, 2.710], [-2.115, -3.215, 1.100], [-1.950, -1.572, 1.833], [-1.969, -1.172, -0.313], [-0.915, -2.305, -1.043]],
  "nbo_charge": [-0.7243, -0.0546, -0.4452, -0.2125, -0.2387, -0.0548, -0.7241, -0.4053, -0.1893, -0.4951, -0.1936, -0.4058, -0.2364, -0.3725, -0.4188, -0.3867, -0.4485, 0.2023, 0.4664, 0.1539, 0.1931, 0.2057, 0.2122, 0.2172, 0.2042, 0.1677, 0.1662, 0.4674, 0.2153, 0.1871, 0.1481, 0.2041, 0.1517, 0.1973, 0.1955, 0.2114, 0.2154, 0.1834, 0.2091, 0.1995, 0.2005, 0.2118, 0.1977, 0.2056, 0.2165]
}

=====

Molar mass for the records above, in order: 424.76 468.24 671.43 497.99 437.19 253.39 Da
Energy above the lowest of the compared OMol25 structures with the same formula, charge and spin for the records above, in order: 2.161 2.439 0.000 11.746 0.364 2.978 eV
Calculated total energy for the records above, in order: -22140.47860 -47102.05235 -84940.44951 -30761.82994 -97120.90564 -21576.12113 eV